{"formula": "C51H56N12O6RbSb", "method": "ωB97M-V with the def2-TZVPD basis set", "species": ["Rb", "O", "C", "O", "C", "C", "C", "C", "C", "O", "C", "C", "O", "O", "H", "H", "H", "H", "H", "H", "H", "H", "C", "C", "N", "C", "C", "N", "C", "C", "C", "C", "C", "N", "C", "C", "N", "C", "C", "N", "C", "C", "C", "N", "C", "C", "H", "H", "H", "H", "H", "H", "H", "H", "H", "H", "H", "H", "N", "C", "C", "C", "C", "C", "N", "C", "C", "C", "C", "C", "N", "H", "H", "H", "H", "H", "H", "H", "H", "H", "C", "C", "C", "C", "Sb", "C", "C", "C", "C", "C", "C", "C", "C", "H", "H", "H", "H", "H", "H", "H", "H", "H", "H", "H", "H", "H", "H", "H", "H", "H", "H", "H", "H", "H", "H", "H", "H", "H", "H", "H", "O", "N", "C", "C", "N", "C", "N"], "xyz": [[-0.4237, 1.0313, 0.8098], [-2.0788, 5.0375, 2.1834], [-1.3780, 4.0110, 2.0624], [-1.7305, 2.8420, 1.8129], [0.1740, 4.3199, 2.1138], [0.6508, 4.4761, 0.6527], [1.9237, 5.3508, 0.6256], [2.9697, 4.3493, 1.1725], [2.0898, 3.1039, 1.3989], [1.1610, 3.1873, 0.3150], [1.2123, 3.2985, 2.6447], [0.7387, 1.9017, 3.2226], [0.0596, 1.9266, 4.2551], [1.2135, 0.8955, 2.6291], [0.2367, 5.2672, 2.6468], [-0.1265, 4.7875, -0.0443], [1.8175, 6.2392, 1.2470], [2.1569, 5.6669, -0.3942], [3.4425, 4.6891, 2.0941], [3.7520, 4.1448, 0.4365], [2.6081, 2.1487, 1.3974], [1.7736, 3.7326, 3.4751], [-0.9477, -2.4919, 3.7734], [-0.6156, -1.7824, 2.6294], [-1.5316, -1.1607, 1.9139], [-2.7945, -1.2159, 2.3230], [-3.1196, -1.9459, 3.4669], [-2.2074, -2.5836, 4.1890], [-3.7857, -0.4228, 1.5542], [-5.1516, -0.4905, 1.8185], [-6.0201, 0.4118, 1.2088], [-5.4565, 1.3382, 0.3341], [-4.1048, 1.2471, 0.0208], [-3.2971, 0.3841, 0.6221], [-3.4848, 2.1228, -1.0028], [-4.2175, 2.9285, -1.8768], [-3.6384, 3.7517, -2.7417], [-2.3084, 3.7674, -2.7549], [-1.5732, 2.9047, -1.9546], [-2.1603, 2.0955, -1.0934], [-7.4760, 0.3688, 1.4601], [-8.0385, -0.4102, 2.4749], [-9.4116, -0.4757, 2.6185], [-10.2764, 0.1860, 1.8526], [-9.7442, 0.9565, 0.9067], [-8.3872, 1.0761, 0.6712], [-0.2027, -2.9982, 4.3755], [0.4024, -1.7194, 2.2649], [-4.1362, -2.0196, 3.8360], [-5.5432, -1.2484, 2.4780], [-6.0590, 2.1290, -0.0863], [-5.3008, 2.9123, -1.9104], [-1.8406, 4.4669, -3.4384], [-0.4923, 2.8409, -2.0184], [-7.4151, -0.9604, 3.1640], [-9.8481, -1.0948, 3.3953], [-10.4559, 1.5055, 0.2986], [-8.0500, 1.7125, -0.1340], [-0.0382, 0.9735, -4.8171], [-1.1955, 0.4052, -4.2673], [-2.3650, 0.3939, -5.0359], [-3.5172, -0.1155, -4.4628], [-3.4708, -0.6029, -3.1646], [-2.2499, -0.5846, -2.5077], [-1.1408, -0.0986, -3.0490], [1.0856, 1.4508, -4.1582], [2.0278, 2.1949, -4.8883], [3.1066, 2.7346, -4.2155], [3.2399, 2.5140, -2.8501], [2.2834, 1.7227, -2.2338], [1.2363, 1.2121, -2.8632], [-0.1257, 1.2508, -5.7775], [-2.3639, 0.7814, -6.0487], [-4.4423, -0.1252, -5.0258], [-4.3542, -0.9897, -2.6745], [-2.1504, -0.9868, -1.5072], [1.8955, 2.3431, -5.9540], [3.8435, 3.3208, -4.7511], [4.0647, 2.9284, -2.2864], [2.3340, 1.4782, -1.1774], [4.9946, -0.5205, -1.7707], [5.1819, -0.7378, -0.2709], [6.4482, -1.5627, -0.0494], [5.3489, 0.6262, 0.4013], [3.1978, -1.5194, 0.5556], [3.8030, -2.2977, 2.5978], [2.9686, -3.5253, 2.9470], [3.4344, -1.1526, 3.5398], [5.2770, -2.6369, 2.7806], [2.9407, -3.3399, -0.7602], [4.2394, -4.0142, -1.1874], [2.1981, -2.7826, -1.9754], [2.0462, -4.3750, -0.0894], [5.7692, 0.1591, -2.1515], [4.0259, -0.0778, -1.9905], [5.0742, -1.4540, -2.3297], [7.2450, -1.1892, -0.7073], [6.2987, -2.6176, -0.2782], [6.8066, -1.4799, 0.9749], [6.2835, 1.1027, 0.0758], [5.3756, 0.5344, 1.4901], [4.5214, 1.2921, 0.1438], [1.9189, -3.3995, 2.6771], [3.0196, -3.7095, 4.0278], [3.3470, -4.4148, 2.4440], [2.3854, -0.8649, 3.4570], [4.0206, -0.2564, 3.3197], [3.6363, -1.4420, 4.5798], [5.6257, -3.3690, 2.0489], [5.4249, -3.0624, 3.7824], [5.8969, -1.7427, 2.7128], [4.8769, -3.3486, -1.7702], [4.0038, -4.8840, -1.8142], [4.8043, -4.3701, -0.3217], [2.7699, -2.0097, -2.4957], [1.2415, -2.3489, -1.6749], [1.9911, -3.5915, -2.6865], [2.5603, -4.8965, 0.7163], [1.7484, -5.1319, -0.8239], [1.1289, -3.9300, 0.2954], [-0.9653, -3.0825, 0.0458], [-1.9983, -3.2424, -0.6262], [-2.2400, -4.4476, -1.1447], [-3.4208, -4.6245, -1.9115], [-4.3599, -4.8308, -2.5514], [-1.4115, -5.5969, -1.0110], [-0.7393, -6.5285, -0.9008]], "forces_ev_per_angstrom": [[0.0, -1.2, -2.1], [-0.1, -0.2, -0.1], [0.6, 0.6, 0.3], [-0.7, 0.6, 0.3], [-0.8, -0.1, 0.0], [0.0, 0.7, 0.2], [-0.1, -0.1, -0.1], [-0.1, 0.0, -0.1], [0.7, 0.2, 0.5], [0.1, 0.2, -0.2], [-0.2, -0.7, -0.2], [0.5, 0.8, 0.8], [0.0, 0.0, -0.1], [0.7, -0.4, 0.9], [0.1, 0.0, -0.1], [0.0, -0.1, 0.0], [0.0, 0.0, 0.0], [0.0, 0.0, 0.0], [0.0, 0.0, 0.0], [0.0, 0.0, 0.0], [-0.1, 0.0, -0.1], [0.1, 0.1, -0.1], [-0.2, 0.0, 0.1], [0.0, -0.1, 0.0], [-0.5, -0.2, 0.3], [0.3, -0.4, 0.3], [-0.1, 0.0, -0.1], [0.1, 0.0, 0.0], [-0.2, 0.1, -0.1], [-0.2, 0.1, -0.1], [0.6, 0.0, -0.1], [-0.1, 0.0, 0.0], [-0.2, -0.1, 0.2], [-0.1, 0.0, 0.0], [0.2, 0.3, -0.3], [0.0, 0.0, 0.0], [0.0, 0.1, 0.0], [-0.2, -0.1, 0.0], [0.0, 0.1, -0.1], [-0.3, 0.2, -0.1], [-0.5, 0.0, 0.1], [0.2, 0.1, -0.1], [-0.1, 0.0, 0.0], [0.0, 0.0, 0.0], [-0.2, 0.0, 0.0], [0.2, -0.1, 0.0], [0.1, 0.0, -0.1], [0.0, 0.1, 0.1], [0.0, 0.1, -0.1], [0.1, 0.0, 0.1], [0.0, 0.0, -0.1], [0.0, -0.1, 0.1], [0.1, -0.1, 0.0], [0.0, 0.1, 0.0], [0.0, 0.0, 0.0], [0.0, 0.0, 0.0], [0.1, 0.0, -0.1], [0.0, 0.0, 0.0], [0.0, -0.1, 0.1], [-0.2, -0.1, 0.1], [0.0, 0.0, 0.0], [0.2, 0.0, 0.0], [-0.1, 0.0, 0.0], [-0.2, -0.1, 0.0], [0.2, -0.1, -0.1], [0.2, 0.1, 0.1], [0.0, 0.0, 0.0], [-0.1, -0.1, 0.0], [0.1, 0.0, 0.0], [0.1, 0.2, 0.0], [-0.2, -0.1, -0.1], [0.0, 0.1, 0.0], [0.0, 0.0, 0.0], [0.0, 0.0, 0.0], [0.0, -0.1, 0.0], [-0.1, 0.0, 0.0], [0.0, 0.0, 0.0], [0.0, 0.0, 0.0], [0.0, 0.0, 0.0], [0.1, 0.1, 0.0], [-0.1, -0.1, 0.1], [-0.3, 0.0, 0.2], [-0.1, 0.0, 0.0], [-0.1, -0.1, 0.0], [0.6, -0.5, -0.2], [0.0, 0.2, -0.2], [0.0, 0.1, -0.1], [0.0, 0.0, -0.1], [-0.1, 0.0, -0.1], [0.2, 0.2, 0.2], [-0.1, 0.1, 0.0], [0.0, 0.1, 0.1], [0.0, 0.1, 0.1], [0.0, 0.0, 0.0], [0.0, 0.1, -0.1], [0.0, 0.1, 0.0], [0.0, 0.0, 0.0], [0.1, 0.0, 0.0], [0.0, 0.0, -0.1], [0.0, 0.0, 0.0], [0.0, 0.1, 0.0], [0.0, 0.0, 0.1], [0.0, -0.1, 0.0], [0.0, 0.1, 0.0], [0.0, 0.0, 0.0], [0.0, 0.1, 0.0], [0.0, 0.0, 0.0], [0.0, 0.0, 0.0], [0.1, 0.0, 0.0], [0.0, 0.0, 0.0], [0.0, 0.0, 0.0], [0.0, -0.1, 0.0], [0.0, 0.0, 0.0], [0.0, 0.0, 0.0], [0.0, 0.0, 0.0], [0.0, 0.0, -0.1], [0.0, 0.0, 0.0], [0.0, 0.0, 0.0], [0.0, 0.0, 0.0], [-0.1, -0.1, 0.0], [0.2, -0.3, -0.2], [-0.1, 0.3, 0.1], [-0.2, -0.5, -0.3], [-0.2, 0.1, -0.1], [0.0, 0.1, 0.0], [0.4, 0.1, 0.3], [0.0, 0.0, 0.0]], "homo_lumo_gap_ev": 6.22, "fmax_ev_per_a": 2.4, "spin_multiplicity": 1, "e_lumo_ev": 3.252, "relative_energy_ev": 1.557, "total_charge": -2}